Here is a cluster of 2 separate species, C36H30F6N2O2 in total in a non-equilibrium geometry from the OMol25 dataset. Energies are from ωB97M-V with the def2-TZVPD basis set.

XYZ file:
```
76
C36H30F6N2O2 (ωB97M-V with the def2-TZVPD basis set)
C 4.623 0.512 -7.693
O 4.628 -0.575 -6.734
C 3.656 -0.672 -5.796
C 3.723 -1.784 -4.909
C 2.825 -1.925 -3.891
C 1.857 -0.881 -3.554
O 1.250 -0.831 -2.448
C 1.701 0.122 -4.608
C 2.595 0.260 -5.641
H 5.510 0.326 -8.299
H 3.725 0.483 -8.324
H 4.705 1.487 -7.196
H 4.515 -2.515 -5.071
H 2.866 -2.791 -3.236
H 0.886 0.832 -4.496
H 2.498 1.090 -6.347
F -3.650 -4.859 5.986
C -3.434 -4.902 4.645
F -2.074 -4.940 4.431
F -3.941 -6.094 4.175
C -4.027 -3.753 3.879
N -3.645 -3.926 2.461
C -4.713 -4.265 1.590
C -5.630 -3.279 1.187
C -6.744 -3.636 0.433
C -6.951 -4.978 0.089
C -6.033 -5.959 0.483
C -4.916 -5.605 1.233
C -2.575 -3.195 1.949
C -1.711 -3.809 1.014
C -0.661 -3.099 0.475
C -0.479 -1.703 0.742
C 0.645 -1.034 0.174
C 1.190 0.193 0.622
C 2.352 0.705 -0.034
C 2.851 1.957 0.246
C 2.142 2.811 1.121
N 2.543 4.124 1.313
C 3.965 4.398 1.554
C 4.167 4.380 3.045
F 5.451 4.544 3.452
F 3.404 5.370 3.625
F 3.709 3.185 3.558
C 1.712 5.195 0.925
C 0.744 5.685 1.814
C -0.065 6.752 1.432
C 0.061 7.304 0.151
C 1.029 6.816 -0.735
C 1.885 5.794 -0.336
C 1.027 2.317 1.824
C 0.696 0.982 1.715
C -1.465 -1.090 1.575
C -2.390 -1.844 2.277
H -5.118 -3.808 3.958
H -3.617 -2.824 4.285
H -5.438 -2.245 1.484
H -7.448 -2.863 0.123
H -7.833 -5.257 -0.491
H -6.187 -7.004 0.211
H -4.184 -6.341 1.568
H -1.895 -4.856 0.767
H 0.060 -3.594 -0.174
H 1.210 -1.595 -0.555
H 2.830 0.088 -0.790
H 3.749 2.335 -0.245
H 4.582 3.609 1.115
H 4.201 5.397 1.177
H 0.666 5.220 2.797
H -0.797 7.144 2.140
H -0.597 8.120 -0.155
H 1.123 7.233 -1.739
H 2.668 5.406 -0.990
H 0.489 2.999 2.488
H 0.058 0.547 2.479
H -1.518 -0.009 1.672
H -3.039 -1.383 3.024
```

- charge = 0
- HOMO energy (eV) = -5.102
- LUMO level (eV) = -2.282
- orbital gap (eV) = 2.820
- energy above the lowest of the compared OMol25 structures with the same formula, charge and spin (kcal/mol) = 0.0



Here is a structure of composition C36H30InN6O25S3V in a non-equilibrium geometry from the OMol25 dataset. Energies are from ωB97M-V with the def2-TZVPD basis set.

XYZ file:
```
102
C36H30InN6O25S3V (ωB97M-V with the def2-TZVPD basis set)
In 2.043 -3.067 -0.670
O -0.074 -0.997 3.824
V 1.250 -1.187 2.918
S -0.071 -0.356 0.562
O 0.154 -1.686 1.233
O 0.684 0.387 1.562
O 0.644 -0.555 -0.720
O -1.502 0.028 0.506
S 2.049 -4.443 2.496
O 2.398 -5.431 3.473
O 1.632 -3.229 3.154
O 3.252 -4.072 1.801
O 1.097 -4.813 1.454
S 4.405 -1.279 1.419
O 2.911 -1.452 1.690
O 5.210 -1.946 2.489
O 4.625 -1.997 0.153
O 4.851 0.076 1.435
C -4.281 -0.814 -2.971
C -3.118 -0.703 -2.205
C -2.296 -1.792 -2.007
C -2.618 -3.027 -2.455
C -3.850 -3.197 -3.211
C -4.715 -2.091 -3.319
N -1.649 -4.121 -2.337
O -1.936 -5.148 -2.921
O -0.668 -3.956 -1.584
H -4.921 0.026 -3.198
H -2.635 0.200 -1.863
H -1.308 -1.626 -1.602
H -4.236 -4.163 -3.502
H -5.648 -2.036 -3.861
C 2.478 2.758 -2.317
C 2.768 2.326 -1.076
C 4.144 2.289 -0.631
C 5.171 2.512 -1.454
C 4.883 2.689 -2.839
C 3.579 2.807 -3.305
N 6.590 2.417 -0.962
O 6.703 2.092 0.210
O 7.515 2.746 -1.631
H 1.425 2.916 -2.497
H 1.947 1.975 -0.469
H 4.252 1.982 0.399
H 5.722 2.988 -3.450
H 3.571 2.952 -4.375
C -1.958 -4.055 2.222
C -2.684 -2.963 2.712
C -3.547 -3.094 3.796
C -3.874 -4.401 4.263
C -3.064 -5.433 3.850
C -2.067 -5.262 2.866
N -4.840 -4.608 5.334
O -5.192 -5.763 5.572
O -5.258 -3.570 5.933
H -1.278 -3.869 1.403
H -2.463 -2.028 2.219
H -4.088 -2.245 4.189
H -3.161 -6.399 4.323
H -1.409 -6.023 2.474
C 2.088 -1.721 -7.924
C 2.604 -0.596 -7.286
C 2.142 -0.349 -6.054
C 1.372 -1.286 -5.306
C 1.134 -2.502 -5.924
C 1.428 -2.737 -7.232
N 0.904 -1.075 -3.989
O 0.865 -2.006 -3.141
O 0.663 0.145 -3.715
H 2.483 -1.810 -8.925
H 3.125 0.231 -7.744
H 2.192 0.650 -5.646
H 0.656 -3.287 -5.356
H 1.327 -3.721 -7.666
C 0.320 4.840 1.934
C 1.187 5.931 2.041
C 2.550 5.794 2.122
C 3.050 4.479 2.177
C 2.171 3.359 2.068
C 0.823 3.587 1.898
N 4.504 4.316 2.368
O 4.973 3.162 2.245
O 5.045 5.349 2.719
H -0.753 4.964 1.930
H 0.842 6.950 1.944
H 3.270 6.598 2.161
H 2.577 2.358 2.082
H 0.181 2.733 1.742
C -3.630 1.737 2.689
C -4.244 2.174 3.854
C -4.699 3.458 3.910
C -4.751 4.234 2.734
C -4.121 3.751 1.560
C -3.512 2.508 1.538
N -5.357 5.573 2.732
O -5.761 6.107 3.761
O -5.476 6.037 1.602
H -3.155 0.767 2.727
H -4.373 1.671 4.801
H -5.065 3.824 4.858
H -3.988 4.302 0.641
H -3.138 2.229 0.564
```

- charge = -1
- 2S+1 = 2
- HOMO energy (spin up / spin down) (eV) = -6.643 / -6.598
- <S²> = 0.761
- LUMO level (spin up / spin down) (eV) = -1.840 / -1.794
- orbital gap (spin up / spin down) (eV) = 4.803 / 4.804



Here is a structure of composition C36H31Br2N4O2PtS2 in a non-equilibrium geometry from the OMol25 dataset. Energies are from ωB97M-V with the def2-TZVPD basis set.

XYZ file:
```
78
C36H31Br2N4O2PtS2 (ωB97M-V with the def2-TZVPD basis set)
Pt -0.966 -0.658 -0.567
Br -7.714 -0.172 0.027
C -5.909 -0.359 -0.526
C -5.285 0.606 -1.315
C -3.946 0.432 -1.621
N -3.247 -0.612 -1.202
C -3.847 -1.579 -0.493
C -5.185 -1.485 -0.133
C -3.009 -2.724 -0.093
C -3.549 -3.974 0.181
C -2.707 -5.016 0.571
Br -3.403 -6.724 0.998
C -1.333 -4.766 0.650
C -0.874 -3.499 0.353
N -1.685 -2.502 -0.005
H -5.820 1.475 -1.661
H -3.424 1.156 -2.231
H -5.653 -2.243 0.476
H -4.605 -4.158 0.075
H -0.652 -5.551 0.938
H 0.183 -3.270 0.405
C -1.997 4.805 -1.116
C -1.179 4.519 -2.211
C -0.594 3.284 -2.349
C -0.834 2.278 -1.377
C -1.695 2.571 -0.289
C -2.252 3.820 -0.160
N -0.245 1.066 -1.454
N 0.690 0.812 -2.351
C 0.701 -0.407 -2.867
C 1.541 -0.792 -3.937
C 1.467 -2.069 -4.436
C 0.558 -2.991 -3.916
C -0.233 -2.652 -2.815
C -0.182 -1.389 -2.290
H -2.427 5.787 -1.000
H -0.994 5.286 -2.947
H 0.062 3.054 -3.175
H -1.889 1.806 0.452
H -2.878 4.047 0.691
H 2.187 -0.045 -4.371
H 2.115 -2.374 -5.243
H 0.457 -3.971 -4.357
H -0.900 -3.400 -2.410
O 1.254 -0.474 0.549
S 2.628 -0.367 -0.041
C 2.976 1.380 -0.263
C 2.093 2.366 0.151
C 2.445 3.692 -0.012
C 3.665 4.022 -0.596
C 4.553 3.026 -0.987
C 4.204 1.698 -0.838
C 3.781 -0.575 1.367
C 4.841 -1.446 1.224
C 5.764 -1.549 2.258
C 5.599 -0.782 3.399
C 4.526 0.083 3.525
C 3.596 0.193 2.503
H 1.154 2.093 0.611
H 1.773 4.470 0.312
H 3.918 5.057 -0.755
H 5.505 3.288 -1.419
H 4.878 0.913 -1.147
H 4.965 -2.038 0.331
H 6.599 -2.224 2.161
H 6.323 -0.853 4.198
H 4.412 0.701 4.402
H 2.767 0.877 2.585
C -1.875 -1.326 3.758
S -0.679 -0.398 2.741
C -0.679 1.106 3.771
O -1.508 -0.014 1.529
H -2.823 -0.796 3.757
H -1.488 -1.413 4.766
H -2.011 -2.317 3.335
H -0.239 0.845 4.728
H -1.693 1.466 3.909
H -0.077 1.873 3.296
```

- charge = +3
- HOMO energy (spin up / spin down) (eV) = -15.989 / -15.982
- LUMO level (spin up / spin down) (eV) = -11.397 / -11.393
- orbital gap (spin up / spin down) (eV) = 4.592 / 4.589



The lowest charge belongs to which entry? C36H30InN6O25S3V



Among the records above, which one has the lowest charge? C36H30InN6O25S3V



Please write out number 3 again, unchanged.
Here is a structure of composition C36H31Br2N4O2PtS2 in a non-equilibrium geometry from the OMol25 dataset. Energies are from ωB97M-V with the def2-TZVPD basis set.

XYZ file:
```
78
C36H31Br2N4O2PtS2 (ωB97M-V with the def2-TZVPD basis set)
Pt -0.966 -0.658 -0.567
Br -7.714 -0.172 0.027
C -5.909 -0.359 -0.526
C -5.285 0.606 -1.315
C -3.946 0.432 -1.621
N -3.247 -0.612 -1.202
C -3.847 -1.579 -0.493
C -5.185 -1.485 -0.133
C -3.009 -2.724 -0.093
C -3.549 -3.974 0.181
C -2.707 -5.016 0.571
Br -3.403 -6.724 0.998
C -1.333 -4.766 0.650
C -0.874 -3.499 0.353
N -1.685 -2.502 -0.005
H -5.820 1.475 -1.661
H -3.424 1.156 -2.231
H -5.653 -2.243 0.476
H -4.605 -4.158 0.075
H -0.652 -5.551 0.938
H 0.183 -3.270 0.405
C -1.997 4.805 -1.116
C -1.179 4.519 -2.211
C -0.594 3.284 -2.349
C -0.834 2.278 -1.377
C -1.695 2.571 -0.289
C -2.252 3.820 -0.160
N -0.245 1.066 -1.454
N 0.690 0.812 -2.351
C 0.701 -0.407 -2.867
C 1.541 -0.792 -3.937
C 1.467 -2.069 -4.436
C 0.558 -2.991 -3.916
C -0.233 -2.652 -2.815
C -0.182 -1.389 -2.290
H -2.427 5.787 -1.000
H -0.994 5.286 -2.947
H 0.062 3.054 -3.175
H -1.889 1.806 0.452
H -2.878 4.047 0.691
H 2.187 -0.045 -4.371
H 2.115 -2.374 -5.243
H 0.457 -3.971 -4.357
H -0.900 -3.400 -2.410
O 1.254 -0.474 0.549
S 2.628 -0.367 -0.041
C 2.976 1.380 -0.263
C 2.093 2.366 0.151
C 2.445 3.692 -0.012
C 3.665 4.022 -0.596
C 4.553 3.026 -0.987
C 4.204 1.698 -0.838
C 3.781 -0.575 1.367
C 4.841 -1.446 1.224
C 5.764 -1.549 2.258
C 5.599 -0.782 3.399
C 4.526 0.083 3.525
C 3.596 0.193 2.503
H 1.154 2.093 0.611
H 1.773 4.470 0.312
H 3.918 5.057 -0.755
H 5.505 3.288 -1.419
H 4.878 0.913 -1.147
H 4.965 -2.038 0.331
H 6.599 -2.224 2.161
H 6.323 -0.853 4.198
H 4.412 0.701 4.402
H 2.767 0.877 2.585
C -1.875 -1.326 3.758
S -0.679 -0.398 2.741
C -0.679 1.106 3.771
O -1.508 -0.014 1.529
H -2.823 -0.796 3.757
H -1.488 -1.413 4.766
H -2.011 -2.317 3.335
H -0.239 0.845 4.728
H -1.693 1.466 3.909
H -0.077 1.873 3.296
```

- charge = +3
- HOMO energy (spin up / spin down) (eV) = -15.989 / -15.982
- LUMO level (spin up / spin down) (eV) = -11.397 / -11.393
- orbital gap (spin up / spin down) (eV) = 4.592 / 4.589



What did the third record say?
Here is a structure of composition C36H31Br2N4O2PtS2 in a non-equilibrium geometry from the OMol25 dataset. Energies are from ωB97M-V with the def2-TZVPD basis set.

XYZ file:
```
78
C36H31Br2N4O2PtS2 (ωB97M-V with the def2-TZVPD basis set)
Pt -0.966 -0.658 -0.567
Br -7.714 -0.172 0.027
C -5.909 -0.359 -0.526
C -5.285 0.606 -1.315
C -3.946 0.432 -1.621
N -3.247 -0.612 -1.202
C -3.847 -1.579 -0.493
C -5.185 -1.485 -0.133
C -3.009 -2.724 -0.093
C -3.549 -3.974 0.181
C -2.707 -5.016 0.571
Br -3.403 -6.724 0.998
C -1.333 -4.766 0.650
C -0.874 -3.499 0.353
N -1.685 -2.502 -0.005
H -5.820 1.475 -1.661
H -3.424 1.156 -2.231
H -5.653 -2.243 0.476
H -4.605 -4.158 0.075
H -0.652 -5.551 0.938
H 0.183 -3.270 0.405
C -1.997 4.805 -1.116
C -1.179 4.519 -2.211
C -0.594 3.284 -2.349
C -0.834 2.278 -1.377
C -1.695 2.571 -0.289
C -2.252 3.820 -0.160
N -0.245 1.066 -1.454
N 0.690 0.812 -2.351
C 0.701 -0.407 -2.867
C 1.541 -0.792 -3.937
C 1.467 -2.069 -4.436
C 0.558 -2.991 -3.916
C -0.233 -2.652 -2.815
C -0.182 -1.389 -2.290
H -2.427 5.787 -1.000
H -0.994 5.286 -2.947
H 0.062 3.054 -3.175
H -1.889 1.806 0.452
H -2.878 4.047 0.691
H 2.187 -0.045 -4.371
H 2.115 -2.374 -5.243
H 0.457 -3.971 -4.357
H -0.900 -3.400 -2.410
O 1.254 -0.474 0.549
S 2.628 -0.367 -0.041
C 2.976 1.380 -0.263
C 2.093 2.366 0.151
C 2.445 3.692 -0.012
C 3.665 4.022 -0.596
C 4.553 3.026 -0.987
C 4.204 1.698 -0.838
C 3.781 -0.575 1.367
C 4.841 -1.446 1.224
C 5.764 -1.549 2.258
C 5.599 -0.782 3.399
C 4.526 0.083 3.525
C 3.596 0.193 2.503
H 1.154 2.093 0.611
H 1.773 4.470 0.312
H 3.918 5.057 -0.755
H 5.505 3.288 -1.419
H 4.878 0.913 -1.147
H 4.965 -2.038 0.331
H 6.599 -2.224 2.161
H 6.323 -0.853 4.198
H 4.412 0.701 4.402
H 2.767 0.877 2.585
C -1.875 -1.326 3.758
S -0.679 -0.398 2.741
C -0.679 1.106 3.771
O -1.508 -0.014 1.529
H -2.823 -0.796 3.757
H -1.488 -1.413 4.766
H -2.011 -2.317 3.335
H -0.239 0.845 4.728
H -1.693 1.466 3.909
H -0.077 1.873 3.296
```

- charge = +3
- HOMO energy (spin up / spin down) (eV) = -15.989 / -15.982
- LUMO level (spin up / spin down) (eV) = -11.397 / -11.393
- orbital gap (spin up / spin down) (eV) = 4.592 / 4.589